Entry 1:
Molecular formula: C4H5N3O
Method: DFT, wB97M-V/def2-TZVPD

Geometry as XYZ:
```
13
Properties=species:S:1:pos:R:3:forces:R:3:nbo_charge:R:1
C -1.725 -1.004 -0.047 0.53 1.21 -0.09 -0.6569
C -0.282 -0.379 0.103 -2.72 -3.70 -1.27 0.4829
N 0.730 -1.183 -0.050 -0.38 1.23 0.79 -0.5091
C 2.002 -0.593 0.035 0.56 1.94 -0.95 0.7231
O 3.050 -1.169 0.124 -0.72 -0.26 0.25 -0.5355
N 2.035 0.881 -0.172 -1.28 -0.58 1.03 -0.4864
C 0.920 1.513 0.019 3.24 1.87 -1.72 0.2700
N -0.283 0.964 0.171 1.07 -0.69 0.73 -0.5938
H -1.774 -1.964 -0.618 0.41 0.81 0.93 0.2579
H -2.232 -1.011 0.933 0.35 -0.55 -0.31 0.2316
H -2.308 -0.254 -0.612 0.13 -0.34 -0.04 0.2058
H 0.910 2.620 -0.176 0.08 -0.98 0.52 0.1843
H -1.042 1.579 0.290 -1.26 0.04 0.11 0.4261
```
Forces are in eV/Å.

energy above the lowest of the compared OMol25 structures with the same formula, charge and spin = 1.2093 eV
SMILES string = Cc1nc(=O)nc[nH]1
HOMO level = -9.570 eV
total charge = 0
total energy = -10746.4054 eV
LUMO energy = 0.25 eV
orbital gap = 9.82 eV



Entry 2:
Molecular formula: C6H20FN3Nb
Method: DFT, wB97M-V/def2-TZVPD

Geometry as XYZ:
```
31
Properties=species:S:1:pos:R:3:forces:R:3:nbo_charge:R:1
C 2.786 2.423 -0.690 -0.14 -0.99 0.03 -0.6400
C 1.456 1.617 -0.411 1.28 2.90 0.86 0.2214
F 1.132 1.024 -1.618 -0.08 -0.73 0.10 -0.3777
C 1.617 0.814 0.882 0.42 0.03 0.17 -1.0253
Nb 0.892 -1.321 1.194 -0.96 1.65 -2.71 1.9574
C 1.182 -1.965 -1.008 0.82 -1.09 0.93 -1.2108
C -1.329 -0.890 1.039 0.09 -0.25 0.14 -1.0014
C -2.061 -0.325 -0.191 -3.33 0.67 1.33 0.4232
N -1.780 1.085 -0.546 1.15 -1.20 -0.28 -0.8580
N -2.224 -1.189 -1.367 1.21 0.92 -0.27 -0.8455
N -3.536 -0.204 0.259 -0.08 -0.22 -0.55 -0.9040
H 3.558 1.673 -0.960 -0.28 0.42 0.01 0.2017
H 2.672 3.140 -1.523 0.04 -0.24 0.39 0.1934
H 3.141 2.912 0.237 -0.35 -0.03 -0.52 0.1998
H 0.708 2.421 -0.245 -0.09 -0.72 -0.19 0.1413
H 2.698 0.820 1.162 -0.59 -0.19 -0.19 0.2331
H 1.141 1.394 1.711 0.09 -0.37 -0.53 0.2311
H 0.763 -0.938 2.992 0.24 -0.27 0.43 -0.4245
H 2.619 -1.811 1.416 0.32 -0.56 0.44 -0.3820
H 0.472 -3.052 1.503 0.27 -0.47 0.45 -0.3760
H 1.956 -1.376 -1.532 -0.65 -0.02 0.03 0.2235
H 1.637 -2.985 -0.901 -0.32 0.55 -0.10 0.2248
H 0.244 -2.126 -1.562 0.33 0.39 0.04 0.2209
H -1.553 -0.200 1.893 0.25 -0.26 -0.53 0.2190
H -1.855 -1.830 1.333 0.29 0.50 -0.37 0.2392
H -1.764 1.657 0.289 -0.06 0.05 -0.07 0.3512
H -2.527 1.357 -1.173 -0.01 0.30 0.19 0.3545
H -3.110 -0.911 -1.784 -0.03 -0.11 0.26 0.3584
H -1.533 -0.841 -2.037 0.20 -0.56 0.10 0.3624
H -3.614 0.637 0.814 -0.03 -0.23 0.30 0.3395
H -3.787 -1.008 0.824 -0.01 0.12 0.11 0.3495
```
Forces are in eV/Å.

HOMO level = -4.460 eV
total charge = -1
total energy = -15278.5071 eV
LUMO energy = 3.09 eV
orbital gap = 7.55 eV



Entry 3:
Molecular formula: C55H120N6O3
Method: DFT, wB97M-V/def2-TZVPD

Geometry as XYZ:
```
184
Properties=species:S:1:pos:R:3:forces:R:3:mulliken_charge:R:1
N 11.427 -1.545 19.422 0.23 0.09 -0.12 -0.4074
O 12.562 -1.837 18.974 0.19 -0.21 -0.13 -0.2851
O 11.158 -0.365 19.684 -0.27 0.10 0.04 -0.5743
O 10.583 -2.450 19.585 -0.16 -0.04 0.10 0.2740
C 15.700 4.034 18.359 0.29 0.15 0.46 -1.4261
C 14.949 2.817 17.872 -0.71 -0.14 0.03 0.1507
C 13.441 2.875 18.227 0.35 -0.07 0.14 -0.5905
C 12.643 3.343 17.017 -0.47 -1.00 0.05 -1.6877
N 11.285 3.917 17.286 -0.35 0.06 -0.09 1.1039
C 10.471 3.006 18.189 -0.20 0.36 -0.27 -1.0697
C 9.753 1.989 17.289 0.32 0.97 -0.38 1.0422
C 9.939 2.540 15.842 -0.05 -1.56 -0.24 -0.8609
C 10.499 3.921 15.992 0.40 0.98 0.01 -0.7833
C 11.354 5.297 17.864 -0.10 0.61 0.47 -1.0230
C 12.076 6.334 17.018 -0.03 0.30 0.58 -0.2169
C 12.204 7.665 17.782 0.12 0.11 -0.69 -1.4555
H 16.746 4.031 18.058 -0.03 0.02 -0.12 0.4475
H 15.693 4.023 19.452 0.03 0.08 -0.02 0.3814
H 15.260 4.989 18.065 -0.06 -0.09 -0.23 0.2542
H 15.352 1.917 18.340 0.14 0.30 -0.06 -0.2121
H 15.028 2.664 16.790 0.22 0.10 0.03 0.3957
H 13.288 3.486 19.121 0.07 0.20 -0.16 0.9724
H 13.114 1.873 18.516 -0.15 0.00 -0.07 -0.0064
H 12.420 2.441 16.435 -0.16 0.89 0.58 -1.1488
H 13.193 3.994 16.346 -0.02 0.36 0.18 1.1913
H 9.755 3.678 18.657 0.06 -0.14 0.28 0.1515
H 11.137 2.549 18.913 -0.15 0.08 0.18 0.4478
H 8.680 2.033 17.451 0.01 -0.41 0.57 0.3817
H 10.183 1.011 17.486 -0.29 -0.23 -0.29 -0.8389
H 8.994 2.483 15.304 -0.07 0.54 0.08 0.5866
H 10.556 1.855 15.252 0.38 0.33 0.14 0.0156
H 9.742 4.701 16.092 -0.19 -0.23 0.12 0.5104
H 11.178 4.290 15.225 -0.08 -0.32 -0.22 0.4809
H 11.775 5.216 18.868 0.27 -0.09 -0.14 0.5430
H 10.330 5.642 18.023 -0.06 -0.22 -0.11 0.5663
H 11.483 6.555 16.131 0.30 -0.26 -0.27 0.2864
H 13.083 6.005 16.768 -0.05 -0.08 -0.26 0.3063
H 12.913 8.292 17.239 0.07 -0.04 0.09 0.4043
H 12.584 7.551 18.795 -0.17 -0.02 0.09 0.3674
H 11.271 8.225 17.739 -0.10 -0.13 0.44 0.3937
C 12.996 0.245 13.820 0.07 0.11 -0.28 -1.8459
C 13.063 0.519 15.313 -0.28 -1.11 -0.25 1.3441
C 14.326 0.002 16.006 -0.15 0.36 0.25 1.2209
C 14.368 -1.515 15.991 -0.08 0.40 0.56 -1.1243
N 15.630 -2.152 16.512 -0.15 -0.11 -0.98 1.2158
C 15.488 -3.645 16.271 0.86 -0.37 0.12 -0.5387
C 16.128 -3.987 14.938 -0.79 0.71 -1.54 -0.9312
C 16.963 -2.749 14.509 -0.65 -0.03 0.46 -1.0084
C 16.865 -1.808 15.696 0.92 -0.76 0.94 -0.8830
C 15.844 -1.906 17.992 0.06 0.42 -0.29 -0.5005
C 16.511 -0.590 18.386 -0.67 0.04 0.84 0.3850
C 16.985 -0.742 19.838 0.00 -0.62 0.26 -1.1099
H 13.766 0.829 13.314 -0.12 -0.04 -0.24 0.3967
H 12.018 0.472 13.394 0.06 0.36 0.04 0.4586
H 13.137 -0.805 13.552 0.21 0.01 0.20 0.3465
H 12.216 0.000 15.788 -0.01 0.18 0.14 -0.7581
H 12.945 1.574 15.553 0.41 -0.72 -0.86 0.8359
H 14.225 0.381 17.023 0.35 -0.32 0.13 -0.8775
H 15.228 0.444 15.582 -0.05 0.05 -0.15 0.5853
H 14.202 -1.891 14.984 0.07 -0.16 0.02 0.9169
H 13.596 -1.865 16.683 -0.16 -0.13 -0.30 -0.4315
H 16.096 -4.094 17.053 -0.37 -0.29 0.12 0.5736
H 14.446 -3.949 16.297 -0.04 0.11 0.45 0.1294
H 16.570 -4.977 14.889 0.48 0.18 0.39 0.5046
H 15.376 -4.016 14.144 -0.29 -0.36 0.34 0.3111
H 18.007 -2.950 14.294 0.00 0.01 -0.18 0.4415
H 16.457 -2.311 13.652 0.40 0.05 -0.25 0.3562
H 17.658 -2.105 16.388 0.18 0.37 -0.11 0.6319
H 16.962 -0.752 15.483 -0.24 0.09 0.03 0.4198
H 16.453 -2.737 18.344 0.01 -0.02 0.01 0.7066
H 14.851 -1.930 18.445 0.06 -0.25 0.09 -0.1511
H 15.725 0.159 18.434 0.22 0.08 -0.44 -0.9707
H 17.311 -0.268 17.729 0.02 0.02 -0.07 0.7703
H 16.343 -1.470 20.350 -0.01 0.10 0.00 -0.0367
H 16.907 0.167 20.429 0.15 0.19 -0.21 0.4164
H 17.999 -1.134 19.923 0.05 0.11 -0.10 0.3595
C 4.870 -7.866 15.082 0.90 -0.51 0.87 -1.3188
C 5.797 -6.772 14.587 0.05 0.61 -0.66 -0.5294
C 6.459 -5.986 15.736 -0.16 -0.80 -0.17 -0.2839
C 7.558 -5.105 15.185 0.22 0.07 0.39 -1.2158
N 8.233 -4.217 16.243 -1.14 0.63 -0.56 1.2995
C 7.235 -3.106 16.550 -0.50 0.26 1.07 -1.3167
C 8.002 -1.812 16.857 0.96 -0.69 0.03 0.2093
C 9.454 -2.169 16.494 0.96 -0.62 0.12 1.2444
C 9.346 -3.427 15.642 -0.03 0.72 -0.55 -1.7360
C 8.714 -5.023 17.453 -0.14 0.28 -0.20 -0.6921
C 8.125 -4.674 18.807 1.08 -0.19 0.14 0.5749
C 8.642 -5.694 19.836 -0.43 -0.29 -0.41 -1.4783
H 5.432 -8.373 15.882 -0.28 -0.02 0.05 0.3628
H 4.717 -8.667 14.366 -0.39 0.32 -0.32 0.3801
H 3.946 -7.515 15.532 -0.15 0.06 -0.25 0.3327
H 5.309 -6.062 13.910 -0.19 -0.11 0.09 0.3593
H 6.584 -7.219 13.971 0.06 -0.08 0.15 0.3885
H 6.812 -6.765 16.418 0.23 0.26 0.13 0.3156
H 5.708 -5.401 16.274 0.00 0.07 -0.04 0.2929
H 7.098 -4.419 14.477 0.27 0.06 -0.16 0.4509
H 8.364 -5.637 14.680 -0.11 -0.28 0.08 0.4970
H 6.614 -3.424 17.375 -0.01 -0.04 0.14 0.3483
H 6.533 -2.950 15.735 0.37 -0.29 -0.40 0.6736
H 8.044 -1.610 17.926 -0.58 0.36 -0.05 -0.5816
H 7.598 -0.997 16.266 -0.01 0.18 0.19 0.5084
H 10.029 -2.405 17.395 -0.27 -0.02 0.10 -1.0727
H 10.084 -1.438 15.985 -0.47 0.26 -0.18 0.4241
H 10.264 -4.002 15.548 -0.09 -0.20 0.05 0.5180
H 9.007 -3.113 14.652 0.04 -0.33 -0.09 0.4266
H 9.786 -4.843 17.481 0.08 -0.32 0.08 -0.0731
H 8.470 -6.058 17.241 0.36 -0.09 -0.17 0.2995
H 7.045 -4.769 18.776 -0.14 0.35 0.18 0.5182
H 8.512 -3.696 19.103 -0.56 0.23 -0.02 -0.2430
H 9.717 -5.878 19.828 0.08 0.37 -0.19 0.0111
H 8.177 -6.654 19.598 -0.03 -0.04 0.40 0.5335
H 8.365 -5.368 20.836 -0.09 -0.20 0.06 0.4157
C 13.782 -1.892 24.112 0.32 1.09 0.51 -1.5850
C 14.137 -2.261 22.686 0.65 -0.37 -0.19 -0.1890
C 13.604 -3.620 22.228 -1.03 -0.21 0.12 0.8977
C 14.424 -4.221 21.116 -0.28 0.73 -0.25 -0.9269
N 13.892 -5.498 20.561 0.77 -0.52 -0.21 1.2859
C 12.607 -5.301 19.778 0.34 -0.14 0.17 0.5202
C 12.672 -6.252 18.579 -0.01 -0.62 0.21 -0.2344
C 14.064 -6.932 18.635 -0.31 0.58 -0.71 -1.3833
C 14.857 -5.996 19.516 0.24 0.02 0.13 -0.1612
C 13.720 -6.589 21.622 -0.12 0.54 -0.75 -1.1523
C 14.941 -6.888 22.440 1.24 -0.57 0.30 -0.3513
C 14.635 -8.022 23.413 -0.48 -0.09 1.03 -1.4242
H 12.720 -1.985 24.327 -0.04 -0.04 -0.07 0.2453
H 14.048 -0.841 24.269 -0.26 0.03 -0.14 0.4456
H 14.343 -2.356 24.926 -0.02 -0.66 -0.40 0.3888
H 15.225 -2.266 22.540 0.00 0.04 0.31 0.4331
H 13.795 -1.474 22.008 -0.22 -0.12 -0.05 0.2256
H 12.580 -3.483 21.860 0.09 0.01 -0.11 -0.9687
H 13.469 -4.323 23.055 0.49 0.12 0.19 0.6049
H 15.467 -4.354 21.399 0.00 -0.18 0.02 0.8116
H 14.362 -3.529 20.270 0.31 0.05 0.04 -0.6251
H 11.821 -5.535 20.489 -0.33 0.35 -0.23 0.0252
H 12.593 -4.272 19.425 -0.28 0.17 0.41 -0.8640
H 11.861 -6.979 18.604 0.05 -0.04 -0.01 0.3635
H 12.592 -5.723 17.631 -0.14 0.23 0.13 0.3589
H 14.033 -7.970 18.950 0.08 0.01 0.16 0.3727
H 14.465 -6.882 17.624 0.26 -0.43 0.09 0.5105
H 15.737 -6.406 19.999 -0.02 -0.16 0.05 0.6253
H 15.192 -5.121 18.954 -0.19 0.04 -0.01 -0.1733
H 13.442 -7.466 21.041 -0.22 -0.10 0.21 0.7574
H 12.877 -6.266 22.229 -0.02 -0.13 0.12 0.4156
H 15.379 -6.025 22.944 -0.38 0.13 0.15 0.3122
H 15.776 -7.284 21.856 -0.25 0.22 -0.51 0.2838
H 14.298 -7.680 24.396 -0.30 0.23 -0.24 0.3607
H 15.489 -8.643 23.681 0.17 0.06 -0.49 0.3978
H 13.854 -8.666 23.006 0.09 -0.16 0.06 0.3598
C 10.437 -3.448 24.160 0.41 -0.55 1.00 -1.9485
C 9.974 -3.226 22.739 0.37 -0.48 -0.42 1.2832
C 8.612 -2.589 22.573 -0.30 0.00 0.18 -0.4152
C 8.726 -1.089 22.750 -0.28 0.39 -0.02 -1.3048
N 7.469 -0.325 22.380 0.07 -0.28 0.17 1.1125
C 7.150 -0.535 20.905 0.16 0.96 -0.13 -0.1792
C 6.982 0.876 20.366 0.09 0.50 0.08 -0.6826
C 8.040 1.653 21.134 0.16 -0.18 0.63 0.0126
C 7.748 1.158 22.543 -0.43 0.69 0.30 -1.0675
C 6.325 -0.765 23.237 -0.63 -0.24 0.12 -1.2383
C 6.416 -0.343 24.709 -0.78 0.68 -0.15 -0.4471
C 6.029 -1.485 25.633 0.67 -0.31 0.05 -1.4470
H 10.365 -2.670 24.926 -0.07 0.60 -0.64 0.2881
H 11.495 -3.705 24.105 0.00 -0.14 0.26 0.4066
H 9.941 -4.273 24.682 -0.12 -0.20 -0.47 0.4551
H 9.988 -4.204 22.242 -0.27 -0.05 0.12 0.0475
H 10.748 -2.708 22.168 -0.24 0.50 0.08 -1.0613
H 7.954 -3.021 23.330 -0.02 0.11 0.05 0.3811
H 8.143 -2.829 21.615 0.29 0.02 -0.11 0.5472
H 9.503 -0.658 22.114 0.09 -0.19 0.00 0.2794
H 8.930 -0.813 23.783 0.13 -0.14 0.03 0.8740
H 6.225 -1.090 20.804 0.31 -0.56 -0.03 0.2923
H 8.057 -0.956 20.470 -0.35 -0.47 -0.17 -0.3326
H 6.008 1.279 20.659 -0.03 -0.06 -0.12 0.4644
H 7.061 0.994 19.288 0.05 -0.39 -0.09 0.3051
H 7.911 2.728 21.033 0.14 0.02 0.15 0.6314
H 9.076 1.364 20.926 -0.14 0.08 -0.60 -0.2075
H 6.860 1.654 22.939 -0.15 -0.28 -0.14 0.5071
H 8.512 1.321 23.298 0.25 -0.19 -0.20 0.3129
H 6.210 -1.846 23.153 0.49 -0.05 -0.01 0.6779
H 5.402 -0.419 22.763 0.18 0.48 0.08 0.5507
H 5.697 0.470 24.855 -0.02 -0.07 0.00 0.4245
H 7.355 0.146 24.968 0.27 -0.44 0.00 0.3640
H 6.786 -2.276 25.617 -0.04 0.00 -0.09 0.2952
H 5.090 -1.934 25.311 -0.13 0.08 0.18 0.3563
H 5.968 -1.161 26.669 -0.24 0.07 -0.03 0.4279
```
Forces are in eV/Å.

energy above the lowest of the compared OMol25 structures with the same formula, charge and spin = 2.3324 eV
HOMO level = -17.358 eV
total charge = +4
total energy = -74028.4936 eV
LUMO energy = -7.49 eV
orbital gap = 9.87 eV



Entry 4:
Molecular formula: C15H13N3O3S
Method: DFT, wB97M-V/def2-TZVPD

Geometry as XYZ:
```
35
Properties=species:S:1:pos:R:3:forces:R:3:nbo_charge:R:1
C -0.559 -4.179 -0.920 3.66 -1.21 -2.11 -0.2625
H -1.497 -4.498 -1.143 -3.58 -0.44 0.57 0.1748
O -0.288 -3.321 0.138 0.88 -3.75 -1.49 -0.4718
C -1.041 -2.259 0.237 -3.72 -1.05 -7.98 0.2481
C -0.852 -1.686 1.292 0.73 9.23 13.33 -0.2362
C -1.531 -0.374 1.685 -0.50 -4.34 -5.17 -0.2020
C -2.378 0.146 0.810 -1.24 1.65 -8.80 -0.0996
C -2.550 -0.437 -0.638 0.23 -1.26 4.57 -0.1970
C -2.000 -1.672 -0.799 1.61 0.07 1.85 -0.2709
H -2.118 -2.284 -1.622 -0.42 -0.85 -1.93 0.2009
H -3.247 0.126 -1.259 0.33 -0.98 -0.16 0.2099
C -2.909 1.732 0.769 3.68 -9.55 -4.36 0.5735
O -3.029 1.887 1.859 -2.92 5.94 11.96 -0.5138
C -3.014 2.608 -0.311 -2.29 -2.81 -6.09 -0.6022
H -4.018 2.279 -0.918 1.99 1.14 1.62 0.2537
H -3.095 3.529 0.102 0.08 3.36 0.40 0.2526
S -1.790 2.140 -1.646 -2.11 1.92 -0.23 0.3468
C -0.436 2.073 -0.657 -5.48 4.08 2.06 0.1235
N -0.243 2.596 0.466 -4.78 2.96 7.34 -0.2719
N 0.859 2.176 1.023 -1.55 -3.56 -12.48 -0.3504
C 1.488 1.568 -0.237 4.57 1.06 10.35 0.3632
N 0.618 1.659 -1.044 6.54 -6.78 -11.58 -0.4710
C 2.866 1.184 -0.036 -1.58 -1.69 -0.11 0.1658
C 3.585 0.539 -0.889 -0.46 -1.80 -11.83 -0.2417
C 4.877 0.354 -0.685 2.57 0.58 9.66 -0.3109
C 4.847 0.621 0.840 -2.51 -0.35 -5.93 0.1237
O 3.566 0.951 1.074 0.18 3.14 4.37 -0.3821
H 5.483 0.729 1.645 1.22 -0.19 1.51 0.1987
H 5.652 -0.315 -0.784 1.49 -1.20 -2.09 0.2406
H 3.391 0.275 -2.005 -0.97 0.85 1.95 0.2247
H 1.218 2.391 1.798 3.02 2.62 7.66 0.3839
H -1.342 0.251 2.413 1.52 2.26 4.47 0.2118
H -0.199 -1.899 2.213 -0.57 -0.80 -2.17 0.2247
H -0.010 -5.190 -0.887 -0.17 1.87 0.51 0.1967
H -0.306 -3.700 -1.887 0.52 -0.12 0.34 0.1665
```
Forces are in eV/Å.

energy above the lowest of the compared OMol25 structures with the same formula, charge and spin = 13.6115 eV
HOMO level = -7.916 eV
total charge = 0
total energy = -37200.1254 eV
LUMO energy = 0.31 eV
orbital gap = 8.23 eV